(1)
49
Properties=species:S:1:pos:R:3:forces:R:3:lowdin_charge:R:1 method="wB97M-V/def2-TZVPD" lumo_energy_ev="-10.7018 / -11.5055" e_homo_ev="-17.18 / -17.19" energy_ev=-33245.9922 fmax_ha_per_bohr=0.0221 gap_ev="6.48 / 5.68" charge=+3 de_lowest_ev=0.097 spin_multiplicity=2
Re 0.1476 0.1059 0.5688 -0.5 1.0 0.3 1.7153
O 1.4317 0.6548 -0.8180 0.0 -0.1 -0.1 -0.1491
O -1.5640 1.1799 -3.7728 0.1 0.0 -0.1 0.1645
O -0.6934 0.6872 -1.1993 0.3 -0.4 0.1 -0.1392
N -1.6388 0.7518 1.5443 0.0 -0.1 0.0 -0.1791
N -0.9535 -1.5139 0.9537 -0.2 -0.5 0.2 -0.0560
N 1.6460 -1.1841 1.3178 0.0 -0.1 -0.1 -0.1537
N 0.6079 1.0052 2.4476 0.0 0.1 -0.3 -0.1821
C 0.5008 0.8168 -1.7697 0.1 0.5 -0.1 -0.4340
C 2.4410 1.5048 -4.7933 0.0 0.0 0.0 -0.0168
C 0.7727 1.0951 -3.0884 0.0 0.0 0.0 -0.0623
C 2.2748 -0.6727 2.5967 0.0 0.0 0.0 -0.1043
C 2.0710 0.8377 2.6679 0.1 -0.1 0.0 -0.1205
C -0.2739 1.2754 -4.0576 -0.1 0.0 0.0 -0.1953
C 1.3880 1.6708 -5.7295 0.0 0.0 0.0 0.0414
C -3.0955 -2.5154 0.9802 0.0 0.0 0.0 0.0572
C 2.1437 1.2235 -3.5034 0.0 0.0 0.0 0.0217
C -2.3133 -1.3923 0.8984 0.1 -0.1 0.0 -0.1896
C -2.4673 -3.7535 1.1502 0.0 0.0 0.0 0.0565
C -0.0070 2.3785 2.3300 0.0 0.0 0.0 -0.0874
C 1.1708 -2.6183 1.3303 0.0 0.0 0.1 -0.0471
C -0.3344 -2.6918 1.1843 -0.1 0.1 0.0 -0.1893
C -1.4766 2.2156 1.8001 0.1 -0.1 0.0 -0.0846
C -2.7707 0.0570 0.8473 0.0 0.0 0.0 -0.0464
C 0.0652 1.5592 -5.3762 0.0 0.0 0.0 0.0447
C -1.0856 -3.8451 1.2788 0.0 -0.1 0.0 0.0511
H -1.6615 0.3127 2.4642 0.0 0.0 0.0 0.1427
H -3.7200 0.1954 1.3636 0.0 0.0 0.0 0.1567
H 0.0261 2.8892 3.2916 0.0 0.0 0.0 0.1473
H -2.2097 2.5629 2.5263 0.0 0.0 0.0 0.1445
H -2.8610 0.4283 -0.1715 0.0 0.0 0.0 0.1315
H 2.6052 1.3809 1.8873 0.0 0.0 0.0 0.1417
H 1.4779 -3.1108 2.2538 0.0 0.0 0.0 0.1509
H 1.7647 -1.1551 3.4329 0.0 0.0 0.0 0.1397
H -1.6208 2.7614 0.8706 0.0 0.0 0.0 0.1368
H -4.1744 -2.4447 0.9352 0.0 0.0 0.0 0.1495
H -1.7161 1.0163 -2.8349 0.0 0.0 0.1 0.0995
H -3.0702 -4.6508 1.2168 0.0 0.0 0.0 0.1483
H 2.9230 1.0998 -2.7650 0.0 0.0 0.0 0.1285
H 1.6532 -3.1534 0.5110 0.0 0.0 0.0 0.1573
H 2.3736 1.2242 3.6422 0.0 0.0 0.0 0.1555
H 1.6351 1.8964 -6.7595 0.0 0.0 0.0 0.1407
H 2.3618 -1.1177 0.5913 0.0 0.0 0.0 0.1434
H -0.6083 -4.8001 1.4569 0.0 0.0 0.0 0.1501
H 3.4663 1.6081 -5.1171 0.0 0.0 0.0 0.1311
H 3.3262 -0.9526 2.6409 0.0 0.0 0.0 0.1542
H -0.7298 1.6920 -6.0970 0.0 0.0 0.0 0.1478
H 0.6065 2.9476 1.6323 0.0 0.0 0.0 0.1364
H 0.1651 0.5375 3.2397 0.0 0.0 0.0 0.1501



(2)
46
Properties=species:S:1:pos:R:3:forces:R:3:lowdin_charge:R:1 method="wB97M-V/def2-TZVPD" lumo_energy_ev=0.4057 e_homo_ev=-8.18 energy_ev=-26486.4285 fmax_ha_per_bohr=0.0718 gap_ev=8.58 charge=0 smiles=c1cc[nH]c1.c1cc[nH]c1.c1cc[nH]c1.c1cc[nH]c1.CC#N de_lowest_ev=2.494
N -10.6201 4.2537 3.9183 -0.6 0.0 0.1 -0.0119
N 6.2080 -2.1621 1.6142 -0.4 -0.8 -0.2 -0.0072
N -2.8705 -3.0336 -4.8687 0.5 0.6 -0.2 0.0101
N 8.7347 3.2020 -2.1587 2.5 1.0 0.3 -0.0213
N -2.0656 0.5131 0.7159 2.1 -0.4 0.2 0.1169
C 8.3162 3.9450 -1.0411 -0.9 -2.4 -1.6 -0.0923
C 5.0332 -3.8215 2.5206 -0.9 -1.0 -3.4 -0.1199
C 5.5057 -3.0583 3.5489 0.6 1.0 0.8 -0.1343
C -12.4086 2.8361 3.9925 2.6 1.2 1.1 -0.0863
C 0.5021 0.0600 1.0173 0.3 0.3 0.7 -0.0815
C -3.1979 -4.2663 -5.3022 -2.0 -1.5 -0.8 -0.1843
C -11.9741 4.1480 4.1956 -0.1 -0.7 -0.9 -0.1518
C -2.1522 -5.1331 -5.2679 0.7 0.8 1.1 -0.1071
C -1.0984 -4.3398 -4.7588 1.2 0.8 0.3 -0.1291
C 6.9331 3.9101 -1.1725 1.4 1.2 1.7 -0.1253
C -1.5264 -3.0335 -4.5741 0.0 -1.1 0.3 -0.1300
C 5.4704 -3.2641 1.2689 -0.3 -0.4 1.8 -0.1038
C -10.1051 3.0104 3.6237 -1.7 -0.9 0.6 -0.1388
C -0.9276 0.2967 0.8422 -1.9 0.1 -0.5 -0.2787
C -11.1564 2.1063 3.7749 -0.7 0.6 -0.7 -0.1136
C 7.7461 2.9816 -3.0439 0.3 -0.4 0.2 -0.1579
C 6.2062 -2.0546 2.9571 1.8 1.8 0.8 -0.1776
C 6.6215 3.3986 -2.4318 -2.4 -0.3 -0.6 -0.1433
H -2.1519 -6.2117 -5.3229 -0.2 0.2 -0.5 0.0953
H 0.8752 0.9035 1.5983 0.2 0.2 -0.2 0.0797
H 8.9764 4.2375 -0.2380 -0.1 -0.2 -0.2 0.1003
H -13.4264 2.5456 4.2075 0.2 -0.4 -0.2 0.0814
H -12.5629 5.0164 4.4517 0.2 0.0 0.0 0.0987
H 6.7942 -1.6348 0.9830 -0.3 0.0 0.2 0.1511
H -1.0158 -2.1838 -4.1457 -0.1 -0.1 -0.2 0.1011
H 9.6658 2.8530 -2.3358 0.0 0.5 0.2 0.1418
H -0.1000 -4.6694 -4.5120 0.0 0.0 -0.1 0.0853
H -10.1229 5.1280 4.0106 0.0 -0.4 -0.2 0.1418
H -9.1132 2.7627 3.2755 0.0 0.5 0.3 0.1018
H 6.3777 4.1625 -0.2814 -0.8 0.4 -0.6 0.0899
H 1.0759 -0.0318 0.0952 -0.3 0.1 0.0 0.0818
H -4.1799 -4.5956 -5.6083 -0.3 0.7 0.1 0.1076
H 4.3821 -4.6715 2.6622 0.1 -0.1 -0.4 0.0869
H 5.3804 -3.1989 4.6124 0.0 0.0 -0.2 0.1011
H 6.8437 -1.2861 3.3689 -0.2 0.0 0.3 0.1075
H 5.3635 -3.4612 0.2125 -0.3 -0.5 0.3 0.0964
H -3.4616 -2.2148 -4.8527 0.1 -0.4 -0.1 0.1512
H 0.7207 -0.7918 1.6613 -0.3 -0.2 -0.2 0.0815
H 7.9065 2.5280 -4.0109 0.0 0.0 0.2 0.1151
H -11.0524 1.0347 3.6892 0.0 0.1 -0.2 0.0787
H 5.6508 3.2847 -2.8912 -0.1 0.2 0.3 0.0930



(3)
51
Properties=species:S:1:pos:R:3:forces:R:3:lowdin_charge:R:1 method="wB97M-V/def2-TZVPD" lumo_energy_ev=-4.0681 e_homo_ev=-11.03 energy_ev=-132241.5110 fmax_ha_per_bohr=0.0113 gap_ev=6.96 charge=+1 de_lowest_ev=0.140
Rh 0.1819 0.0137 -0.2310 0.0 0.1 -0.4 0.7282
As -1.7601 -0.9615 0.6087 0.0 0.0 0.1 1.0021
Cl 4.8277 0.7491 0.7835 0.0 0.0 0.0 0.7365
Cl 6.1962 -3.8622 -1.6194 0.0 0.0 0.0 0.7060
S -1.4182 1.3818 -1.1499 -0.1 0.0 0.0 0.7203
Si -2.4013 4.8127 -0.5139 0.0 0.0 0.0 0.5146
O 2.1913 0.1880 -0.2704 0.0 -0.2 0.5 -0.1943
O 0.3146 -1.5902 -1.4895 0.0 -0.1 0.1 -0.1698
N 0.0232 1.6849 0.8499 0.0 0.1 0.0 -0.1558
C -0.4788 4.2456 1.5756 0.0 0.0 0.0 -0.0408
C -1.4755 5.4720 -1.9886 0.0 0.0 0.0 -0.1640
C 0.4648 3.4951 2.2725 0.0 0.0 0.0 -0.0289
C 1.3764 -2.1976 -1.7568 0.1 0.1 0.0 -0.1337
C -1.1800 3.7377 0.4802 0.0 0.0 0.0 -0.2122
C -0.8688 2.4205 0.1660 0.1 0.0 0.0 -0.6677
C 3.6887 -2.8755 -1.6475 0.0 0.0 0.0 -0.0538
C -3.8544 3.7623 -1.0396 0.0 0.0 0.0 -0.1861
C -2.9238 -1.7097 -0.7250 0.0 0.0 0.0 -0.2501
C 3.0279 -0.7566 -0.5583 0.0 0.0 -0.3 -0.3556
C 2.6971 -1.9222 -1.3086 -0.1 0.1 0.0 -0.1240
C -2.8538 0.0895 1.7926 0.0 0.0 0.0 -0.2385
C 4.9731 -2.7050 -1.2297 0.0 0.0 0.0 -0.6603
C -1.1749 -2.4658 1.6693 0.0 0.0 0.0 -0.2431
C 4.3817 -0.6329 -0.1472 0.0 0.0 0.0 -0.5760
C 5.3207 -1.5751 -0.4681 0.0 0.0 0.0 -0.0882
C 0.7084 2.1989 1.8733 0.0 0.0 0.0 -0.0825
C -2.9562 6.1853 0.6185 0.0 0.0 0.0 -0.1756
H 1.4462 1.5600 2.3388 0.0 0.0 0.0 0.1250
H -3.6006 -2.4179 -0.2494 0.0 0.0 0.0 0.0475
H -4.6779 4.4147 -1.3395 0.0 0.0 0.0 0.0414
H -2.0388 -2.9819 2.0870 0.0 0.0 0.0 0.0458
H -4.2212 3.1275 -0.2301 0.0 0.0 0.0 0.0304
H -3.7479 6.7582 0.1312 0.0 0.0 0.0 0.0413
H -2.1480 6.8839 0.8439 0.0 0.0 0.0 0.0367
H -0.5841 6.0208 -1.6791 0.0 0.0 0.0 0.0399
H -2.1030 6.1535 -2.5668 0.0 0.0 0.0 0.0416
H -3.7685 -0.4586 2.0137 0.0 0.0 0.0 0.0492
H 6.3421 -1.4476 -0.1360 0.0 0.0 0.0 0.1173
H -2.3149 -2.2168 -1.4703 0.0 0.0 0.0 0.0344
H -3.6178 3.1266 -1.8939 0.0 0.0 0.0 0.0112
H -0.6146 -3.1505 1.0350 0.0 0.0 0.0 0.0348
H 1.0099 3.9152 3.1048 0.0 0.0 0.0 0.1164
H -3.0991 1.0338 1.3120 0.0 0.0 0.0 0.0144
H -3.3563 5.8081 1.5616 0.0 0.0 0.0 0.0423
H -2.3074 0.2733 2.7160 0.0 0.0 0.0 0.0448
H -0.5360 -2.1133 2.4769 0.0 0.0 0.0 0.0379
H 3.4163 -3.7448 -2.2321 0.0 0.0 0.0 0.1213
H 1.2638 -3.0648 -2.4154 0.0 0.0 0.0 0.1459
H -3.4928 -0.9111 -1.1951 0.0 0.0 0.0 0.0315
H -0.6662 5.2646 1.8932 0.0 0.0 0.0 0.1086
H -1.1600 4.6646 -2.6528 0.0 0.0 0.0 0.0343



(4)
49
Properties=species:S:1:pos:R:3:forces:R:3:lowdin_charge:R:1 method="wB97M-V/def2-TZVPD" lumo_energy_ev=0.6729 e_homo_ev=-7.90 energy_ev=-107380.2726 fmax_ha_per_bohr=0.1334 gap_ev=8.58 charge=0 smiles=CCN1CCN(c2ncc3c(n2)CCN(Cc2ccc(Br)s2)C3)CC1 de_lowest_ev=2.438
Br -7.5738 1.0466 3.9978 -0.4 1.0 -0.5 0.7356
S -5.1924 -0.1181 2.0950 -1.0 -0.8 1.0 1.0132
N 4.9954 2.7497 -1.2250 1.0 -1.4 0.5 -0.2132
N 1.5310 0.6080 1.9053 5.6 2.9 2.7 0.1313
N -2.4260 -1.8993 1.1903 -1.1 -0.5 -0.1 -0.1663
N 2.8142 1.3854 0.1049 -0.1 -0.3 -0.9 -0.0251
N 0.8139 0.1648 -0.1434 -0.9 -1.1 -4.0 0.1700
C -3.5851 -2.5085 1.8476 0.5 -1.8 -1.8 -0.2301
C -0.3865 -0.5581 1.6453 -2.1 -2.3 -1.2 -0.1220
C -1.5690 -1.3070 2.2031 0.4 1.3 -0.6 -0.1564
C -1.4435 -0.9022 -0.7175 1.0 1.3 0.5 -0.0856
C 1.7398 0.6881 0.6355 -1.5 -0.5 -1.5 -0.3840
C -2.7840 -1.0262 0.0392 0.7 -1.4 0.1 -0.1733
C 3.8403 1.9924 0.9740 0.3 1.1 -1.0 -0.1255
C -5.0344 -2.0102 3.8550 1.4 -2.7 -1.4 -0.1144
C 6.6458 3.1636 -3.0481 -1.4 -1.0 -0.5 -0.0932
C 3.8127 2.2915 -1.9303 0.3 2.2 -0.4 -0.2180
C 4.6945 3.0829 0.1477 -0.7 0.6 1.7 -0.1721
C -6.2294 -0.1491 3.5268 -0.5 2.4 -1.5 -1.0540
C 5.8723 3.7334 -1.8722 -0.5 -1.3 1.3 -0.2645
C -4.6039 -1.7039 2.5759 0.6 0.9 2.4 -0.5171
C 0.6120 -0.0257 2.4565 -4.0 -1.6 -0.5 -0.1029
C 3.2540 1.0910 -1.3304 -0.6 -1.2 2.1 -0.1420
C -0.2877 -0.5418 0.2424 2.0 2.7 2.6 -0.1546
C -6.0740 -1.1435 4.3481 2.8 -3.1 -0.5 -0.2627
H 2.4920 0.7807 -2.0326 -0.9 -0.2 0.8 0.1078
H -1.3408 -0.0529 -1.4230 -0.6 -0.8 -0.1 0.1197
H 6.6101 4.0282 -1.1134 -0.4 0.2 -0.1 0.1110
H -3.6030 -1.5362 -0.5976 1.4 0.7 1.0 0.1499
H -4.1763 -3.0633 1.0744 0.6 0.4 0.2 0.1306
H 3.0088 3.0650 -1.8218 0.2 -0.1 -0.3 0.1387
H 3.4150 2.4879 1.8463 -0.7 0.4 -0.5 0.1014
H -3.0927 -3.3390 2.4153 -1.0 0.8 0.4 0.1369
H -3.1771 -0.0996 0.4308 0.0 0.8 -0.3 0.0647
H 3.9391 0.2459 -1.2627 0.4 0.1 -0.2 0.1270
H -1.1438 -1.9826 2.9091 -0.2 -1.4 0.3 0.1216
H -6.6676 -1.4151 5.1442 -1.1 0.0 1.7 0.0810
H -4.5607 -3.0375 4.2221 -1.6 2.4 -0.1 0.1548
H 7.0171 2.1145 -2.8263 -0.3 1.4 0.0 0.0965
H 5.9063 3.0624 -3.9001 1.3 0.2 0.5 0.0780
H 3.9183 2.1144 -3.0177 0.6 0.2 0.6 0.1298
H 4.4690 1.3117 1.5343 0.6 -0.9 -0.7 0.0997
H 5.1696 4.5317 -2.0609 0.5 1.2 -0.8 0.1106
H 5.6473 3.2690 0.7549 -1.2 -0.3 -1.0 0.1297
H 7.4760 3.8385 -3.2295 0.0 -0.1 -0.6 0.0616
H -1.2348 -1.8670 -1.1636 0.1 0.0 -0.4 0.1110
H 0.4689 -0.0734 3.5248 0.4 0.1 0.4 0.1248
H 4.0965 4.0745 0.2003 0.6 -1.1 -0.1 0.1309
H -2.1436 -0.6321 2.7990 -0.6 0.9 0.7 0.1092



(5)
64
Properties=species:S:1:pos:R:3:forces:R:3:lowdin_charge:R:1 method="wB97M-V/def2-TZVPD" lumo_energy_ev="-3.3589 / -10.5368" e_homo_ev="-12.90 / -12.90" energy_ev=-93078.3960 fmax_ha_per_bohr=0.1033 gap_ev="9.55 / 2.37" charge=+1 spin_multiplicity=2
Cl 0.4255 1.2109 0.8327 -0.3 -0.9 -0.1 0.9792
Cl -1.2404 -2.4059 -1.0578 0.2 1.4 0.4 0.6633
F -0.2798 1.9674 -3.2790 -0.4 0.2 0.0 0.1417
F -2.9504 1.4642 2.4708 0.6 -0.7 0.5 0.1413
F -5.1973 -8.1918 -3.1293 0.2 0.0 -0.7 0.1724
F 2.0964 -0.5300 5.0296 0.2 0.0 0.9 0.2374
F -2.0892 -0.1202 3.7525 2.4 -2.0 -1.2 0.2119
F 1.3214 -1.7189 3.4132 0.1 1.2 -0.1 0.1606
F 0.9791 0.4624 3.5151 -0.9 0.4 -0.3 0.1392
F -4.8987 -6.9346 -4.9575 0.4 -0.6 0.8 0.1654
F -6.3837 -6.4335 -3.5196 0.0 0.0 0.3 0.1565
F -3.8587 0.7046 4.2888 -1.7 0.5 0.3 0.1956
F -0.4753 1.2577 -5.2982 -1.0 -0.5 -0.1 0.1874
F -1.6476 3.0504 -4.6555 1.5 -1.2 0.2 0.1500
O 1.4147 3.9246 -4.2684 -2.8 -3.1 -2.7 0.0988
O 0.9278 3.1052 -6.4000 -1.0 -0.2 2.0 0.0109
O -1.6897 1.7823 5.7652 -0.8 0.0 -1.6 0.1636
O -1.5670 3.1159 3.9491 -2.7 -1.1 -1.7 0.0044
O -3.4433 -6.6964 -1.8496 -0.7 1.3 -0.6 0.0166
O 3.1629 -0.6108 1.7514 -0.7 0.4 0.2 0.1814
O 4.0760 0.3346 3.5374 -1.6 -0.4 1.9 0.0603
O -3.9722 -4.9195 -3.2492 -0.1 -0.8 1.0 0.1510
C 6.0119 1.4273 4.2690 0.7 0.7 -1.1 -0.0399
C 1.8413 -0.5057 3.7575 0.6 -1.3 0.0 -0.5669
C -3.0562 -5.4193 0.2946 -0.6 -0.4 -1.5 -0.0675
C 5.3838 0.6539 3.0835 1.4 0.3 0.3 -0.1513
C -0.6810 4.6216 5.6981 0.6 -0.4 -0.6 -0.0415
C -1.9865 2.0421 4.6164 2.3 0.6 1.5 -0.3518
C 2.3080 3.3943 -8.3928 -1.1 -0.5 -1.9 -0.0791
C -0.4723 2.3432 -4.5515 0.3 1.0 -0.6 -0.5299
C -0.5153 3.9467 4.3392 1.3 -1.1 1.3 -0.2176
C 2.0647 3.7915 -7.0030 1.0 -0.2 2.1 -0.2195
C -0.1851 -0.4753 0.6037 -0.6 -0.3 -0.6 -0.5035
C 0.7272 3.1892 -5.0329 3.5 4.0 0.1 -0.2788
C -0.4384 -0.7945 -0.8703 1.0 0.1 -1.4 -0.5995
C -5.1592 -6.9631 -3.6392 -0.1 0.8 0.7 -0.5308
C 3.1096 -0.2478 2.9135 1.5 -0.5 -1.6 -0.3694
C -2.4955 -5.9195 -1.0429 0.8 0.0 0.5 -0.2115
C -2.7109 1.0001 3.7264 -1.7 2.3 0.7 -0.6027
C -4.1393 -6.0392 -2.8423 1.1 -0.2 -0.5 -0.3221
H 0.2974 5.0827 5.8328 -0.4 1.0 0.2 0.0850
H -2.2468 -5.0608 0.9307 -0.1 0.1 -0.1 0.0741
H -0.2566 4.5607 3.4765 -0.6 0.5 0.3 0.1306
H 6.0749 0.8587 5.1968 -0.8 0.0 -0.1 0.0903
H 0.2960 3.2191 4.3597 0.7 0.2 0.6 0.1143
H -0.9203 0.0641 -1.3379 -1.1 -0.5 0.1 0.0733
H -0.7205 3.9290 6.5389 -0.3 -0.3 -0.4 0.0750
H 2.9385 3.5132 -6.4137 0.0 0.1 0.3 0.1246
H 0.4365 -0.8403 -1.5189 0.5 -0.3 0.6 0.0808
H 3.2776 3.7724 -8.7170 -0.2 0.3 -0.1 0.0938
H 5.6080 2.4371 4.3426 -0.6 -0.3 0.5 0.0818
H 5.2661 1.1449 2.1174 0.3 0.5 0.2 0.1349
H 1.9731 4.8740 -6.9143 -0.4 -0.1 0.1 0.1351
H 5.9916 -0.2333 2.9059 -0.5 -0.4 0.0 0.1360
H 2.2726 2.3466 -8.6914 0.3 -0.3 0.9 0.0872
H -3.7376 -4.6265 -0.0143 -0.2 0.2 0.8 0.0747
H 0.6275 -1.0570 1.0390 0.1 -0.2 0.0 0.0806
H -2.0683 -5.0736 -1.5815 -0.4 -0.1 -0.5 0.0714
H -1.6468 -6.5613 -0.8063 -0.3 -0.5 -0.5 0.1212
H 7.0602 1.6803 4.1103 0.2 -0.4 -0.7 0.0824
H -3.5935 -6.2416 0.7671 0.0 0.2 0.2 0.0839
H -1.5784 5.2401 5.7157 0.5 0.5 0.1 0.0920
H -1.1455 -0.6571 1.0861 0.3 0.6 0.8 0.0861
H 1.4772 3.7648 -8.9933 0.3 0.6 -0.4 0.0852